No. 1
C6H10O | ωB97M-V/def2-TZVPD

Geometry (Å):
1 O -1.1529 0.6383 1.1762
2 C -0.0174 -0.1467 0.7149
3 C 1.1209 0.7308 0.2108
4 C 2.3537 -0.0781 -0.1914
5 C -0.8189 -1.0270 -0.2705
6 C -2.0586 -0.0215 0.3476
7 C -1.6696 -0.0339 -1.0528
8 H 3.1662 0.5807 -0.5171
9 H -3.0836 -0.1509 0.7086
10 H 1.3749 1.4312 1.0185
11 H 0.3444 -0.7619 1.5472
12 H 2.1232 -0.7648 -1.0124
13 H 0.7828 1.3461 -0.6316
14 H 2.7266 -0.6761 0.6480
15 H -2.3221 -0.4919 -1.7882
16 H -1.2454 0.9177 -1.3475
17 H -1.6241 -1.4921 0.4398

Force components x, y, z for each atom (eV/Å):
O 0.0 0.6 0.2
C 0.2 0.0 0.2
C -0.1 0.0 0.0
C 0.0 -0.1 0.0
C -0.8 0.0 0.8
C -0.4 1.0 -0.2
C -0.3 0.4 -0.2
H -0.2 -0.1 0.1
H 0.5 -0.3 0.1
H -0.1 -0.1 -0.1
H -0.1 0.1 0.0
H 0.0 0.1 0.1
H 0.0 -0.1 0.1
H -0.1 0.1 -0.1
H -0.1 0.2 0.1
H 0.3 -0.3 -0.3
H 1.0 -1.3 -0.8

**LUMO energy**: 1.15 eV
**E_tot**: -8427.400 eV
**HOMO energy**: -0.29959 Ha
**Gap between HOMO and LUMO**: 9.30 eV
**Energy above the lowest of the compared OMol25 structures with the same formula, charge and spin**: 88.6 kcal per mole
**Structure (SMILES)**: CC[C@H]1O[C@H]2C[C@H]21

***

No. 2
C6H10O | ωB97M-V/def2-TZVPD

Geometry (Å):
1 O -0.0720 2.1831 0.6764
2 C -1.3937 -0.8708 0.1509
3 C -1.9129 -0.1320 -1.0849
4 C 2.4463 0.0730 0.2339
5 C 0.9443 0.1944 0.1265
6 C 0.1121 -0.8372 0.3392
7 C 0.5164 1.5458 -0.3093
8 H -1.7779 0.9500 -1.0042
9 H -1.9009 -0.4846 1.0461
10 H 2.9181 0.3596 -0.7122
11 H -1.3768 -0.4668 -1.9772
12 H 0.5743 -1.7862 0.6186
13 H 2.8441 0.7420 1.0079
14 H 2.7307 -0.9541 0.4792
15 H -1.6888 -1.9233 0.0757
16 H -0.1359 1.6363 1.4925
17 H -2.9841 -0.3181 -1.2245

Force components x, y, z for each atom (eV/Å):
O 0.1 -0.1 -0.1
C 0.0 0.0 0.0
C 0.0 0.0 0.0
C 0.1 0.0 0.0
C -0.1 -0.1 -0.1
C 0.1 0.2 0.0
C -0.1 -0.1 0.3
H 0.0 -0.1 -0.1
H 0.1 -0.1 -0.1
H -0.1 0.0 0.1
H -0.1 0.0 0.1
H -0.1 0.2 -0.1
H -0.1 -0.1 -0.1
H 0.0 0.2 0.0
H 0.0 0.1 0.1
H 0.0 0.0 -0.1
H 0.2 0.0 0.0

**LUMO energy**: 0.68 eV
**E_tot**: -8428.477 eV
**HOMO energy**: -0.30981 Ha
**Gap between HOMO and LUMO**: 9.12 eV
**Energy above the lowest of the compared OMol25 structures with the same formula, charge and spin**: 63.7 kcal per mole